The following is a DFT calculation (wB97M-V/def2-TZVPD) of C29H38MoN2O2P3 as an isolated structure.

XYZ file:
```
75
Properties=species:S:1:pos:R:3:mulliken_charge:R:1
Mo 0.0180 0.3073 -1.0673 -0.19
P -2.1453 -0.2749 -1.6511 1.37
C -2.0635 0.0358 -3.4778 -1.08
C -0.8399 0.7942 -3.9544 0.47
N 0.2205 0.9230 -3.1307 0.25
C 1.4936 0.9864 -3.6167 0.68
C 1.6594 1.5104 -4.8945 -0.91
C 0.5298 1.7174 -5.6942 -0.37
C -0.7387 1.3326 -5.2345 -0.91
C 2.5692 0.4606 -2.6862 -1.24
P 1.9842 -0.9338 -1.6437 1.18
H -1.6388 1.4232 -5.8518 0.51
H 2.6674 1.6611 -5.2510 0.53
H 0.6422 2.1431 -6.7007 0.45
H 3.4227 0.1535 -3.3060 0.56
H 2.8921 1.2863 -2.0364 0.39
H -2.1625 -0.8693 -4.0840 0.51
H -3.0026 0.5656 -3.7904 0.59
H -0.9165 -2.6894 -4.1244 0.26
O -1.3196 -2.7352 -5.0107 -0.65
H -2.0972 -3.3300 -4.9141 0.36
H 0.1857 -2.5653 -1.6092 0.01
O -0.4976 -3.0220 -2.1527 -0.56
H -0.1287 -3.9197 -2.1944 0.35
C 2.5328 -2.3857 -2.6957 -1.27
H 3.4788 -2.1929 -3.2270 0.43
H 2.6781 -3.2846 -2.0809 0.45
H 1.7652 -2.6174 -3.4457 0.43
C 3.1756 -1.0865 -0.2534 -0.96
H 2.9200 -1.9868 0.3180 0.40
H 4.2278 -1.1543 -0.5580 0.53
H 3.0457 -0.2463 0.4315 0.03
C -3.3098 1.0215 -1.0304 -1.27
H -4.3040 0.8690 -1.4865 0.48
H -3.3772 0.9570 0.0767 0.33
H -2.9062 2.0105 -1.2968 0.45
C -3.0857 -1.8401 -1.4550 -1.24
H -3.3795 -1.9673 -0.3992 0.44
H -3.9653 -1.8654 -2.1193 0.48
H -2.3920 -2.6482 -1.7168 0.33
N -0.0322 0.4769 0.6817 -0.33
P 0.0240 0.6066 2.3406 1.51
C 1.6317 1.3353 2.6447 0.81
C 2.7016 0.5488 3.1121 -0.47
C 3.9780 1.1028 3.1970 -0.77
C 4.2204 2.4135 2.7703 -0.56
C 3.1620 3.1767 2.2617 -0.92
C 1.8729 2.6452 2.2002 -0.45
C -1.3646 1.6476 2.7738 0.72
C -2.2963 1.1814 3.7224 -0.41
C -3.3646 1.9894 4.0982 -0.80
C -3.5206 3.2596 3.5271 -0.54
C -2.6277 3.6971 2.5452 -0.99
C -1.5696 2.8771 2.1393 -0.24
C -0.1533 -1.0198 3.0571 0.28
C -0.8234 -2.0440 2.3716 -0.52
C -0.9257 -3.3136 2.9497 -0.66
C -0.3944 -3.5649 4.2178 -0.60
C 0.2404 -2.5288 4.9158 -0.79
C 0.3517 -1.2567 4.3567 -0.47
H 2.5364 -0.4872 3.4007 0.58
H 4.7920 0.5041 3.6007 0.45
H 5.2263 2.8350 2.8313 0.44
H 3.3449 4.1956 1.9192 0.48
H 1.0602 3.2448 1.7956 0.23
H -2.1797 0.1880 4.1645 0.40
H -4.0699 1.6409 4.8496 0.46
H -4.3435 3.9044 3.8484 0.43
H -2.7451 4.6847 2.1032 0.45
H -0.9170 3.2027 1.3275 0.37
H -1.2368 -1.8480 1.3907 0.27
H -1.4324 -4.1129 2.4123 0.45
H -0.4767 -4.5553 4.6662 0.45
H 0.6447 -2.7094 5.9121 0.46
H 0.8480 -0.4609 4.9106 0.68
```

Values from the calculation:
- Energy above the lowest of the compared OMol25 structures with the same formula, charge and spin: 0.0 kJ/mol
- <S²>: 2.0234
- Net charge: +3
- Spin multiplicity: 3
- LUMO (spin up / spin down): -0.38753 / -0.39161 Ha
- Gap between HOMO and LUMO (spin up / spin down): 6.3115 / 6.2524 eV
- HOMO (spin up / spin down): -16.9 / -16.9 eV



The following is a DFT calculation (wB97M-V/def2-TZVPD) of C29H38N7O5P3Pt as an isolated structure.

XYZ file:
```
83
Properties=species:S:1:pos:R:3:mulliken_charge:R:1
Pt -0.8571 -0.1953 -0.9222 2.10
O -2.9213 -0.1475 -4.6019 -0.66
C -2.0179 -0.5091 -3.8678 0.11
O -2.1623 -0.6916 -2.6117 -0.64
C -0.6794 -0.8276 -4.5405 0.38
C -0.7706 -1.4523 -5.7822 -0.78
C 0.3544 -1.7339 -6.5317 -0.61
C 1.6061 -1.3693 -6.0586 -0.86
C 1.7170 -0.7486 -4.8314 0.04
C 0.5837 -0.4859 -4.0572 0.14
P 0.8499 0.3015 -2.4427 1.32
C 1.4450 1.9823 -2.7774 0.61
C 1.8390 2.7483 -1.6795 -0.56
C 2.3512 4.0173 -1.8652 -0.75
C 2.4421 4.5490 -3.1433 -0.66
C 1.9893 3.8164 -4.2280 -0.72
C 1.4877 2.5383 -4.0523 -0.88
C 2.3000 -0.6160 -1.8452 0.48
C 3.5108 -0.0621 -1.4547 -0.33
C 4.5008 -0.8753 -0.9268 -0.62
C 4.2946 -2.2359 -0.7779 -0.64
C 3.0909 -2.7964 -1.1794 -0.46
C 2.1017 -1.9915 -1.7065 -0.79
H -1.7530 -1.6974 -6.1572 0.50
H 0.2588 -2.2268 -7.4874 0.41
H 2.4907 -1.5630 -6.6460 0.42
H 2.6874 -0.4581 -4.4535 0.50
H 1.7143 2.3398 -0.6876 0.61
H 2.6797 4.5947 -1.0126 0.44
H 2.8480 5.5395 -3.2893 0.39
H 2.0329 4.2379 -5.2218 0.42
H 1.1317 1.9706 -4.8996 0.41
H 3.6867 0.9973 -1.5713 0.48
H 5.4401 -0.4371 -0.6248 0.45
H 5.0618 -2.8609 -0.3436 0.39
H 2.9160 -3.8558 -1.0518 0.46
H 1.1464 -2.4075 -2.0044 0.34
C -0.5595 2.3661 4.5279 -0.92
N -0.2014 2.4237 3.1330 0.48
C 0.4552 3.6486 2.7444 -0.89
P -0.0787 1.0704 2.1609 -0.28
O 0.0911 1.4629 0.7599 -0.90
O -1.4474 0.3032 2.5574 0.42
P -2.7355 -0.0041 1.6242 0.02
O -2.7392 0.6657 0.3237 -1.07
N -3.9632 0.5990 2.6028 0.21
C -5.2759 0.3704 2.0346 -1.04
C -3.9573 0.5619 4.0462 -0.60
N -2.7456 -1.6597 1.5290 0.93
C -3.2428 -2.3074 0.3340 -1.10
C -2.7522 -2.4719 2.7227 -0.94
N 1.0668 -0.0194 2.6753 1.07
C 0.9967 -0.7564 3.9137 -0.91
C 2.3687 0.0397 2.0566 -0.56
H 0.3104 2.5286 5.1756 0.30
H -0.9894 1.3945 4.7546 0.09
H -1.2981 3.1452 4.7448 0.33
H 1.3561 3.8225 3.3444 0.31
H -0.2233 4.4920 2.8929 0.34
H 0.7241 3.5868 1.6941 0.10
H -5.1926 0.4074 0.9515 0.32
H -5.9570 1.1557 2.3648 0.41
H -5.6975 -0.5989 2.3307 0.26
H -2.9479 0.7154 4.4125 -0.05
H -4.3496 -0.3779 4.4571 0.29
H -4.5830 1.3782 4.4150 0.36
H -3.1855 -1.6132 -0.5071 0.39
H -4.2822 -2.6360 0.4583 0.30
H -2.6252 -3.1796 0.1134 0.28
H -2.4095 -1.8796 3.5672 0.10
H -2.0804 -3.3260 2.6042 0.37
H -3.7565 -2.8529 2.9348 0.26
H -0.0372 -0.8039 4.2467 0.11
H 1.6133 -0.2948 4.6952 0.23
H 1.3560 -1.7778 3.7580 0.40
H 2.2721 0.5739 1.1137 -0.27
H 2.7293 -0.9702 1.8506 0.33
H 3.0953 0.5495 2.6986 0.33
N -0.0305 -1.5273 0.4440 -0.90
C 0.1977 -2.5825 0.9048 0.53
N 0.5645 -3.6825 1.3447 -0.80
C 0.4149 -4.3375 2.4381 0.54
N 0.3351 -4.9900 3.3856 -0.66
```

Values from the calculation:
- Net charge: 0
- LUMO (spin up / spin down): -0.03926 / -0.04540 Ha
- Gap between HOMO and LUMO (spin up / spin down): 6.9621 / 6.8148 eV
- HOMO (spin up / spin down): -8.0 / -8.1 eV



The following is a DFT calculation (wB97M-V/def2-TZVPD) of C29H39BrCoN4O3S3SbSi as an isolated structure.

XYZ file:
```
82
Properties=species:S:1:pos:R:3:mulliken_charge:R:1
Co -2.5192 2.2524 -0.3531 -0.08
C -2.7850 -6.4017 -1.5972 -0.88
O -2.2650 -5.6035 -0.5615 -0.43
C -3.1652 -5.0221 0.2964 0.94
C -4.5093 -5.3616 0.3711 -0.34
C -5.3267 -4.7116 1.2885 -0.39
C -4.8434 -3.7025 2.1075 -0.30
C -3.4808 -3.3902 2.0373 0.06
C -2.6553 -4.0445 1.1506 -0.83
N -5.7360 -3.1802 3.0871 -0.61
N -5.6605 -2.0024 3.5198 -0.57
C -4.9421 -0.9730 2.9014 -0.11
C -4.3602 -0.0646 3.7824 -0.11
C -3.5225 0.9675 3.3932 -1.14
C -3.2754 1.1873 2.0289 1.27
O -2.5466 2.1223 1.5538 -0.53
C -3.9400 0.2992 1.0921 0.26
N -3.6987 0.6035 -0.2044 -0.22
C -4.3360 -0.0406 -1.1522 -0.08
C -5.2858 -1.0268 -0.8489 -1.10
C -5.5197 -1.3709 0.4572 -0.44
C -4.7997 -0.7350 1.4941 0.61
H -1.9542 -6.6172 -2.2657 0.24
H -3.5666 -5.8751 -2.1519 0.37
H -3.1905 -7.3450 -1.2155 0.32
H -4.9302 -6.1309 -0.2610 0.36
H -6.3752 -4.9735 1.3652 0.43
H -3.0679 -2.6246 2.6812 0.38
H -1.6062 -3.7921 1.0811 0.47
H -4.5517 -0.2346 4.8366 0.37
H -3.0731 1.6335 4.1159 0.43
H -4.1069 0.2573 -2.1675 0.44
H -5.8282 -1.5098 -1.6513 0.40
H -6.2732 -2.1088 0.6894 0.61
S -3.5380 7.1319 -0.1572 -0.82
Sb -2.8858 5.3765 -1.5002 0.13
S -1.2390 4.0610 -0.2188 -0.35
S -4.3112 3.4502 -0.8997 -0.41
O -1.3547 1.0693 -4.2772 -0.74
C -1.6552 1.4171 -3.1703 0.80
N -1.9219 1.7587 -2.0791 -0.26
C 5.0969 -0.0981 -2.0072 -1.85
C 3.5858 0.1089 -1.8217 2.48
C 2.9243 -1.2683 -1.6438 -1.92
C 3.0193 0.6643 -3.1358 -2.23
Si 3.2048 1.2781 -0.3270 0.14
Br 1.0648 0.8671 0.2043 -0.45
C 4.1880 0.7834 1.2733 2.33
C 4.1818 -0.7395 1.4615 -2.16
C 5.6474 1.2598 1.2258 -1.76
C 3.5423 1.3689 2.5393 -1.91
C 3.3514 3.1390 -0.7665 2.45
C 4.6935 3.4470 -1.4525 -1.83
C 3.2476 4.0162 0.4878 -2.14
C 2.2081 3.5793 -1.6948 -1.73
H 5.2663 -0.6863 -2.9153 0.55
H 5.5437 -0.6443 -1.1782 0.29
H 5.6338 0.8438 -2.1212 0.27
H 3.2769 -1.9309 -2.4415 0.51
H 1.8415 -1.1931 -1.7250 0.36
H 3.1518 -1.7407 -0.6922 0.31
H 3.1658 -0.0855 -3.9206 0.60
H 3.5185 1.5749 -3.4599 0.32
H 1.9496 0.8591 -3.0680 0.44
H 4.7225 -1.2618 0.6744 0.32
H 3.1643 -1.1296 1.4995 0.31
H 4.6700 -0.9830 2.4117 0.59
H 6.1926 0.8568 0.3738 0.27
H 6.1646 0.9318 2.1345 0.52
H 5.7165 2.3460 1.1870 0.28
H 2.4982 1.0749 2.6315 0.33
H 3.5873 2.4524 2.5752 0.34
H 4.0788 0.9850 3.4143 0.52
H 5.5547 3.1487 -0.8534 0.28
H 4.7627 4.5272 -1.6152 0.54
H 4.7783 2.9673 -2.4261 0.26
H 4.1014 3.8928 1.1544 0.36
H 2.3285 3.8212 1.0407 0.39
H 3.2223 5.0645 0.1763 0.60
H 2.1984 3.0500 -2.6418 0.26
H 2.3335 4.6441 -1.9167 0.53
H 1.2242 3.4640 -1.2395 0.10
```

Values from the calculation:
- Energy above the lowest of the compared OMol25 structures with the same formula, charge and spin: 60.4 kJ/mol
- Net charge: -2
- LUMO (spin up / spin down): 0.13222 / 0.13223 Ha
- Gap between HOMO and LUMO (spin up / spin down): 4.4997 / 4.5212 eV
- HOMO (spin up / spin down): -0.9 / -0.9 eV



How do the records compare in E_tot? In the order shown, they have -2479.18011, -3030.87744, -7254.46710 a.u..